Entry w
Formula: C3H16NO4
Source: the Open Molecules 2025 dataset
Level of theory: ωB97M-V/def2-TZVPD

CARTESIAN COORDINATES (ANGSTROEM)
C: -1.414 0.579 1.055
C: -0.810 1.976 1.445
C: 0.044 1.906 2.736
O: 0.095 2.191 0.342
N: -0.843 -0.079 -0.298
H: -1.040 -0.163 1.867
H: -2.458 0.661 1.058
H: -1.350 2.782 1.240
H: -0.627 1.271 3.474
H: 0.371 2.911 3.262
H: 1.052 1.384 2.766
H: 0.911 1.704 0.512
H: -0.537 -1.002 -0.156
H: -0.119 0.522 -0.642
H: -1.577 -0.176 -0.932
H: 2.410 -0.541 1.021
H: 1.621 -1.644 0.827
O: 1.540 -0.696 0.872
H: -0.156 -0.663 -7.073
H: -0.452 -1.766 -6.150
O: -0.198 -0.786 -6.206
H: 0.443 -3.673 -0.504
H: 1.981 -3.609 -0.340
O: 1.111 -3.088 -0.175

Computed properties:
* charge: +1
* LUMO energy: -0.116 Ha
* orbital gap: 10.636 eV
* HOMO energy: -13.779 eV
* molar mass: 130.164 g mol⁻¹

Here are the natural (NBO) charges for atoms 1 to 4, given in e:
1 C -0.23
2 C 0.08
3 C -0.68
4 O -0.73



Entry x
Formula: C3H16NO4
Source: the Open Molecules 2025 dataset
Level of theory: ωB97M-V/def2-TZVPD

CARTESIAN COORDINATES (ANGSTROEM)
O: 0.372 0.347 1.943
C: -1.088 0.068 1.911
C: -1.005 -1.311 1.207
N: -0.461 -1.139 -0.219
C: 0.200 -2.371 -0.654
H: 0.701 0.436 2.984
H: -1.613 0.196 2.827
H: -1.524 0.748 1.095
H: -2.006 -1.766 1.104
H: -0.428 -2.060 1.820
H: 0.244 -0.433 -0.368
H: -1.244 -0.935 -0.843
H: 1.078 -2.693 0.006
H: 0.919 -2.204 -1.547
H: -0.478 -3.318 -0.832
H: -2.131 -0.187 -2.925
H: -0.975 0.583 -2.248
O: -1.853 0.301 -2.170
H: 2.572 -0.354 -1.567
H: 2.199 1.123 -1.000
O: 1.927 0.092 -1.116
H: 1.090 3.827 0.720
H: 1.650 4.028 -0.817
O: 1.370 3.343 -0.114

Computed properties:
* charge: +1
* LUMO energy: -0.098 Ha
* orbital gap: 11.392 eV
* HOMO energy: -14.072 eV
* molar mass: 130.164 g mol⁻¹

Here are the natural (NBO) charges for atoms 1 to 4, given in e:
1 O -0.76
2 C -0.09
3 C -0.23
4 N -0.56



Entry y
Formula: C3H16NO4
Source: the Open Molecules 2025 dataset
Level of theory: ωB97M-V/def2-TZVPD

CARTESIAN COORDINATES (ANGSTROEM)
C: -0.047 0.853 0.162
O: 0.134 -0.270 -0.688
C: 1.206 0.923 1.074
C: 0.960 0.769 2.540
N: 2.131 -0.133 0.535
H: -0.151 1.748 -0.456
H: -0.941 0.745 0.783
H: -0.754 -0.520 -1.034
H: 1.695 1.863 0.822
H: 0.533 1.618 3.070
H: 1.928 0.554 3.012
H: 0.305 -0.061 2.812
H: 1.588 -1.002 0.433
H: 2.451 0.153 -0.406
H: 2.932 -0.387 1.116
H: -2.236 -0.960 -2.762
H: -2.744 -1.396 -1.294
O: -1.988 -1.078 -1.833
H: -4.659 -1.441 0.015
H: -4.576 -2.697 -0.846
O: -4.037 -2.039 -0.394
H: 2.745 0.964 -2.702
H: 1.304 0.769 -2.082
O: 2.222 1.025 -1.876

Computed properties:
* charge: +1
* LUMO energy: -0.095 Ha
* orbital gap: 11.545 eV
* HOMO energy: -14.137 eV
* molar mass: 130.164 g mol⁻¹

Here are the natural (NBO) charges for atoms 1 to 4, given in e:
1 C -0.08
2 O -0.80
3 C -0.07
4 C -0.64



Energies relative to the most stable structure are entry w 0.1055; entry x 0.0839; entry y 0.0000, reported in hartree.



Entry w
Formula: C2H4N2S3
Source: the Open Molecules 2025 dataset
Level of theory: ωB97M-V/def2-TZVPD

CARTESIAN COORDINATES (ANGSTROEM)
S: -2.844 -0.764 -0.224
C: -1.861 0.465 -0.572
N: -0.485 0.442 -0.416
S: 0.467 1.894 -0.045
C: 0.085 -0.683 0.383
N: 1.291 -1.187 0.355
S: 2.568 -0.569 -0.527
H: -2.107 1.425 -1.037
H: 0.196 1.925 1.437
H: -0.548 -1.160 0.989
H: 3.237 -1.789 -0.342

Computed properties:
* LUMO energy: -0.010 Ha
* SMILES: S=CN(S)/C=N\S
* orbital gap: 8.549 eV
* HOMO energy: -8.817 eV
* molar mass: 152.269 g mol⁻¹

Here are the natural (NBO) charges for atoms 1 to 4, given in e:
1 S -0.02
2 C -0.10
3 N -0.58
4 S 0.18



Entry x
Formula: C2H4N2S3
Source: the Open Molecules 2025 dataset
Level of theory: ωB97M-V/def2-TZVPD

CARTESIAN COORDINATES (ANGSTROEM)
C: -0.557 -0.622 -0.401
C: -0.636 0.270 0.698
N: 1.604 2.056 0.770
N: 0.496 -0.879 -1.096
S: 0.300 1.517 1.389
S: -2.128 0.020 1.626
S: 0.504 -1.973 -2.321
H: -1.505 -1.141 -0.584
H: 1.976 1.649 -0.076
H: -1.875 0.951 2.542
H: 1.822 -1.847 -2.547

Computed properties:
* LUMO energy (alpha / beta): -0.036 / -0.030 Ha
* orbital gap (alpha / beta): 7.029 / 6.908 eV
* HOMO energy (alpha / beta): -8.021 / -7.728 eV
* molar mass: 152.269 g mol⁻¹

Here are the natural (NBO) charges for atoms 1 to 4, given in e:
1 C 0.00
2 C -0.52
3 N -0.97
4 N -0.56



Energies relative to the most stable structure are entry w 0.0000; entry x 0.0193, reported in hartree.



Entry w
Formula: C2H4N2S3
Source: the Open Molecules 2025 dataset
Level of theory: ωB97M-V/def2-TZVPD

CARTESIAN COORDINATES (ANGSTROEM)
S: -3.418 0.718 0.584
C: -2.127 -0.189 -0.090
C: -0.866 0.472 -1.072
N: 0.016 -0.438 -1.319
N: -0.057 -1.586 -0.818
S: -1.641 -1.778 0.244
H: -3.308 1.884 -0.008
H: -0.888 1.542 -1.424
S: 2.036 -0.739 1.526
H: 2.091 -2.021 1.061
H: 2.647 -1.385 2.463

Computed properties:
* LUMO energy (alpha / beta): -0.015 / -0.015 Ha
* SMILES: Sc1cnns1.S
* orbital gap (alpha / beta): 8.223 / 8.221 eV
* HOMO energy (alpha / beta): -8.620 / -8.619 eV
* molar mass: 152.269 g mol⁻¹

Here are the natural (NBO) charges for atoms 1 to 4, given in e:
1 S 0.16
2 C -0.45
3 C -0.11
4 N -0.17



Entry x
Formula: C2H4N2S3
Source: the Open Molecules 2025 dataset
Level of theory: ωB97M-V/def2-TZVPD

CARTESIAN COORDINATES (ANGSTROEM)
C: -1.821 -0.009 -0.198
C: 1.024 0.350 0.008
N: -0.939 0.181 -1.348
N: 0.240 0.346 -1.134
S: -1.118 0.205 1.413
S: 1.516 -1.354 0.334
S: 2.362 1.506 -0.023
H: -2.744 0.697 -0.388
H: -1.994 -1.185 -0.470
H: 0.396 -1.539 0.894
H: 3.077 0.801 0.913

Computed properties:
* LUMO energy: -0.039 Ha
* orbital gap: 7.530 eV
* HOMO energy: -8.584 eV
* molar mass: 152.269 g mol⁻¹

Here are the natural (NBO) charges for atoms 1 to 4, given in e:
1 C -0.51
2 C -0.16
3 N -0.03
4 N -0.16



Energies relative to the most stable structure are entry w 0.0000; entry x 0.0209, reported in hartree.